1.
{
  "formula": "C5H14S",
  "method": "the ωB97M-V functional and the def2-TZVPD basis",
  "e_lumo_ha": 0.03737,
  "largest_force_ev_per_a": 1.0,
  "e_homo_ha": -0.312,
  "mol_weight_g_mol": 106.2,
  "gap_ev": 9.513,
  "e_tot_ev": -16247.041,
  "smiles": "CCSC.CC",
  "relative_energy_kcal_mol": 6.0,
  "symbols": ["C", "C", "S", "C", "H", "H", "H", "H", "H", "H", "H", "H", "C", "C", "H", "H", "H", "H", "H", "H"],
  "coordinates": [[-2.0874, 0.5097, 0.4384], [-0.7430, 1.2315, 0.2879], [0.5946, 0.6806, 1.3764], [0.3571, 1.6921, 2.8402], [-2.8861, 1.1603, 0.0814], [-2.3023, 0.1710, 1.4465], [-2.0747, -0.3717, -0.2044], [-0.3390, 0.9913, -0.6859], [-0.8357, 2.3097, 0.3477], [0.6083, 2.7265, 2.6425], [-0.6289, 1.6693, 3.3117], [1.0490, 1.2922, 3.5619], [1.6663, -1.2444, -2.2237], [0.6740, -2.2413, -1.6351], [2.6472, -1.6986, -2.3151], [1.3637, -0.8723, -3.2061], [1.7064, -0.3581, -1.5771], [-0.3758, -1.9431, -1.6356], [0.9067, -2.5461, -0.6138], [0.6997, -3.1587, -2.2377]],
  "nbo_charge": [-0.620, -0.531, 0.192, -0.753, 0.208, 0.214, 0.209, 0.220, 0.211, 0.210, 0.213, 0.229, -0.608, -0.610, 0.207, 0.202, 0.202, 0.198, 0.209, 0.199]
}

***

2.
{
  "formula": "C5H14S2",
  "method": "the ωB97M-V functional and the def2-TZVPD basis",
  "e_lumo_ha": 0.02279,
  "largest_force_ev_per_a": 1.1,
  "e_homo_ha": -0.316,
  "mol_weight_g_mol": 138.3,
  "gap_ev": 9.220,
  "e_tot_ev": -27082.536,
  "smiles": "CC(C)C.CSS",
  "relative_energy_kcal_mol": 4.7,
  "symbols": ["C", "C", "C", "C", "H", "H", "H", "H", "H", "H", "H", "H", "H", "H", "C", "S", "S", "H", "H", "H", "H"],
  "coordinates": [[-0.8492, -1.2908, -1.0680], [-0.1468, -0.0147, -1.5434], [1.2071, 0.1202, -0.8406], [0.1097, -0.0858, -3.0492], [-1.8506, -1.3657, -1.4944], [-0.2445, -2.1427, -1.3966], [-0.9076, -1.3604, 0.0165], [-0.7683, 0.8465, -1.2932], [1.7014, 1.0439, -1.1531], [1.8580, -0.7011, -1.1521], [1.1546, 0.1043, 0.2469], [-0.8011, -0.1153, -3.6493], [0.6436, 0.8073, -3.3861], [0.7134, -0.9676, -3.2682], [0.4642, 0.7359, 4.0491], [-0.4029, -0.3016, 2.8353], [-1.1952, 1.1077, 1.6305], [1.2695, 1.3053, 3.5955], [0.8103, 0.0970, 4.8561], [-0.2767, 1.4299, 4.4473], [-2.4890, 0.7477, 1.6172]],
  "nbo_charge": [-0.604, -0.220, -0.606, -0.603, 0.204, 0.197, 0.207, 0.198, 0.203, 0.197, 0.209, 0.205, 0.204, 0.199, -0.738, 0.081, -0.149, 0.220, 0.233, 0.225, 0.138]
}

***

3.
{
  "formula": "C5H14Si",
  "method": "the ωB97M-V functional and the def2-TZVPD basis",
  "e_lumo_ha": 0.02325,
  "largest_force_ev_per_a": 5.1,
  "e_homo_ha": -0.335,
  "mol_weight_g_mol": 102.3,
  "gap_ev": 9.746,
  "e_tot_ev": -13286.447,
  "relative_energy_kcal_mol": 67.2,
  "symbols": ["C", "C", "C", "C", "C", "Si", "H", "H", "H", "H", "H", "H", "H", "H", "H", "H", "H", "H", "H", "H"],
  "coordinates": [[-1.3562, 0.1787, -1.2688], [-0.1899, 2.0393, 0.0137], [1.0754, 0.2081, -1.0584], [0.4051, -2.2663, 1.1753], [-0.1950, 0.4503, -0.3300], [-0.1174, -0.4944, 1.3257], [-1.3416, -0.6926, -1.8960], [-2.1781, 0.1699, -0.6082], [-1.4241, 1.0984, -1.9246], [0.0703, 2.6211, -0.8220], [0.3374, 2.1511, 0.8901], [-1.2916, 2.4096, 0.1817], [0.8977, 0.7141, -2.0717], [2.0012, 0.5660, -0.6970], [1.3095, -0.8384, -1.2379], [1.3935, -2.4500, 0.6929], [0.7054, -2.7968, 2.0256], [-0.3100, -2.9134, 0.6966], [1.0199, 1.0276, 2.4934], [-1.4103, -0.4889, 2.2880]],
  "nbo_charge": [-0.606, -0.592, -0.623, -1.187, -0.494, 1.248, 0.214, 0.210, 0.207, 0.207, 0.229, 0.197, 0.204, 0.221, 0.205, 0.253, 0.262, 0.254, -0.243, -0.165]
}